Record 1
Formula: C4H7NO2
Source: OMol25
Level of theory: wB97M-V/def2-TZVPD

Summary:
LUMO energy in eV: 0.8
Relative energy (zero: lowest compared OMol25 entry of this formula, charge and spin) in kcal/mol: 7.6
Strongest force on any atom in eV/Å: 1.2
Charge: 0

Structure (XYZ):
```
14
C4H7NO2 wB97M-V/def2-TZVPD
C -1.47 -0.90 0.09
C -0.42 -0.13 -0.70
C 0.08 1.18 -0.12
N 1.12 0.72 0.76
C 1.66 -0.47 0.30
O 2.70 -0.94 0.67
O 0.80 -1.00 -0.64
H -1.02 -1.21 1.04
H -1.70 -1.78 -0.50
H -2.41 -0.37 0.29
H -0.83 0.10 -1.70
H -0.80 1.62 0.36
H 0.45 1.87 -0.89
H 1.83 1.37 1.08
```

=====

Record 2
Formula: C4H7NO2
Source: OMol25
Level of theory: wB97M-V/def2-TZVPD

Summary:
LUMO energy in eV: 0.7
Relative energy (zero: lowest compared OMol25 entry of this formula, charge and spin) in kcal/mol: 30.1
Strongest force on any atom in eV/Å: 1.7
Charge: 0

Structure (XYZ):
```
14
C4H7NO2 wB97M-V/def2-TZVPD
C 0.89 1.26 0.02
N -0.24 0.37 0.19
C -1.41 0.79 0.73
O -2.40 0.10 0.86
C -0.28 -0.81 -0.67
C 0.68 -1.86 -0.13
O 1.21 -2.69 -0.82
H 0.73 2.14 0.64
H 1.78 0.77 0.40
H 0.99 1.64 -0.97
H -1.42 1.86 1.02
H 0.03 -0.51 -1.66
H -1.28 -1.24 -0.59
H 0.74 -1.82 0.98
```

=====

Record 3
Formula: C4H7NO2
Source: OMol25
Level of theory: wB97M-V/def2-TZVPD

Summary:
LUMO energy in eV: 0.8
Relative energy (zero: lowest compared OMol25 entry of this formula, charge and spin) in kcal/mol: 45.9
Strongest force on any atom in eV/Å: 0.6
Charge: 0

Structure (XYZ):
```
14
C4H7NO2 wB97M-V/def2-TZVPD
N -0.86 -0.70 1.60
C -0.32 0.17 0.60
O 0.53 1.13 1.15
C -0.96 0.45 -0.70
C 0.13 -0.61 -0.69
C 1.48 -0.34 -1.19
O 1.91 0.78 -1.42
H -1.84 -0.61 1.82
H -0.28 -0.63 2.42
H 0.89 1.70 0.45
H -0.63 1.37 -1.18
H -1.97 0.16 -0.96
H -0.21 -1.63 -0.65
H 2.12 -1.25 -1.26
```

=====

Record 4
Formula: C4H7NO2
Source: OMol25
Level of theory: wB97M-V/def2-TZVPD

Summary:
LUMO energy in eV: 0.8
Relative energy (zero: lowest compared OMol25 entry of this formula, charge and spin) in kcal/mol: 41.5
Strongest force on any atom in eV/Å: 0.6
Charge: 0

Structure (XYZ):
```
14
C4H7NO2 wB97M-V/def2-TZVPD
H -1.57 -1.65 -0.53
N -1.32 -0.69 -0.34
C -0.16 -0.41 -0.76
C 0.84 -1.30 -1.43
O 0.32 0.85 -0.56
C 0.38 1.25 0.80
C -0.91 1.19 1.60
O -0.99 0.57 2.64
H 1.55 -1.67 -0.67
H 0.36 -2.16 -1.90
H 1.42 -0.74 -2.17
H 1.13 0.66 1.34
H 0.70 2.29 0.73
H -1.75 1.82 1.26
```

=====

Record 5
Formula: C4H7NO2
Source: OMol25
Level of theory: wB97M-V/def2-TZVPD

Summary:
LUMO energy in eV: 0.7
Relative energy (zero: lowest compared OMol25 entry of this formula, charge and spin) in kcal/mol: 32.8
Strongest force on any atom in eV/Å: 2.7
Charge: 0

Structure (XYZ):
```
14
C4H7NO2 wB97M-V/def2-TZVPD
C -0.95 0.19 1.31
C 0.17 -0.10 0.35
C 0.33 -1.66 0.26
O 0.80 -2.17 -0.75
N -0.04 0.46 -0.94
C 0.89 1.18 -1.65
O 2.01 1.38 -1.23
H -1.90 -0.38 0.98
H -1.24 1.30 1.37
H -0.72 0.00 2.39
H 1.19 0.18 0.65
H 0.07 -2.37 1.08
H -1.03 0.53 -1.24
H 0.41 1.48 -2.59
```

=====

Record 6
Formula: C4H7NO2
Source: OMol25
Level of theory: wB97M-V/def2-TZVPD

Summary:
LUMO energy in eV: 0.8
Relative energy (zero: lowest compared OMol25 entry of this formula, charge and spin) in kcal/mol: 105.8
Strongest force on any atom in eV/Å: 0.5
Charge: 0

Structure (XYZ):
```
14
C4H7NO2 wB97M-V/def2-TZVPD
O 1.18 0.87 1.32
C 0.15 -0.56 0.79
C -1.08 0.18 0.80
O -1.62 0.52 -0.49
C -0.75 0.58 -1.50
N 0.38 0.01 -1.60
C 0.73 -0.93 -0.55
H 1.57 1.27 0.52
H 0.36 -1.21 1.63
H -1.90 -0.12 1.44
H 0.00 1.12 1.30
H -1.11 1.21 -2.31
H 0.36 -1.93 -0.82
H 1.82 -1.02 -0.48
```

=====

Computed E_HOMO, in the same sequence as the records: -10.15; -9.77; -9.06; -9.73; -9.64; -8.21 eV.
Computed total energy, in the same sequence as the records: -9846.9503; -9845.9745; -9845.2884; -9845.4782; -9845.8585; -9842.6903 eV.
Computed Kohn-Sham gap, in the same sequence as the records: 10.91; 10.50; 9.90; 10.54; 10.32; 9.03 eV.